(1)
Formula: C14H42ClO11Y
Source: the OMol25 dataset
Level of theory: ωB97M-V/def2-TZVPD

F_max ... 5.51 eV/A
Frontier orbital gap ... 2.01 eV
Highest occupied orbital energy ... -13.270 eV
Net charge ... +2
Relative energy (zero: lowest compared OMol25 entry of this formula, charge and spin) ... 225.7 kcal/mol

Structure (XYZ):
```
69
Properties=species:S:1:pos:R:3:forces:R:3
Y 16.86937 30.85713 -23.15405 2.859 2.238 3.002
Cl 19.11858 32.92393 -20.27539 2.801 2.392 1.235
O 20.50888 32.64856 -20.43843 -0.087 -0.302 0.238
O 18.48595 32.16998 -21.36711 -3.194 -2.476 -3.746
O 18.60983 32.44438 -19.04475 -0.549 -0.269 0.100
O 18.88181 34.32341 -20.46887 -0.754 -0.904 -0.115
C 24.19404 32.58179 -20.45172 0.730 0.283 0.310
C 24.86930 31.86978 -21.61901 0.148 -0.648 0.792
O 26.00103 31.11667 -21.14620 -0.472 0.250 -0.010
H 24.88376 33.31640 -20.03222 -0.032 0.095 -0.034
H 23.96878 31.90567 -19.62655 0.078 -0.256 -0.172
H 23.26408 33.09736 -20.68991 0.033 -0.089 -0.338
H 25.27571 32.53387 -22.38246 -0.663 0.272 -0.140
H 24.15320 31.13509 -22.00530 -0.102 0.202 -0.553
H 26.43109 30.81622 -21.95253 0.315 -0.163 0.222
C 15.25022 32.17274 -19.17830 -0.144 -0.035 0.403
C 15.48532 32.74771 -20.55155 -1.462 1.717 1.063
O 15.37819 31.68486 -21.55158 1.227 -1.661 -2.427
H 15.56984 32.88717 -18.41910 0.109 0.027 -0.067
H 15.74871 31.22589 -18.96768 0.366 0.147 -0.216
H 14.18494 32.00610 -19.00424 -0.029 0.020 -0.116
H 16.32474 33.42408 -20.69970 0.593 -0.866 -0.144
H 14.63270 33.37250 -20.83637 0.032 0.152 0.301
H 14.46670 31.35671 -21.47438 0.016 -0.048 0.081
C 22.24806 35.58325 -22.06742 0.253 0.247 0.740
C 23.60068 35.15815 -22.64624 -0.794 -0.239 -0.024
O 23.86367 35.76111 -23.91152 -0.017 -0.394 0.437
H 22.27414 36.63502 -21.77651 -0.094 0.081 -0.151
H 22.02976 35.04115 -21.14351 0.176 -0.083 0.058
H 21.37440 35.42332 -22.70016 0.290 -0.010 -0.428
H 23.57793 34.07193 -22.74626 0.075 0.008 -0.647
H 24.41302 35.31180 -21.93283 -0.021 0.405 0.055
H 24.02511 36.69642 -23.75162 0.036 0.018 -0.095
C 22.50750 33.06976 -15.86941 -0.302 -0.686 -0.139
C 21.68197 32.97425 -17.15138 0.041 0.640 -1.018
O 21.00603 31.74276 -17.24717 -0.214 -1.373 1.231
H 21.80809 33.09479 -15.03314 0.068 0.202 0.065
H 23.15755 33.94187 -15.83714 -0.223 0.154 -0.158
H 23.13972 32.19929 -15.68924 -0.012 -0.093 -0.326
H 22.21802 33.05048 -18.10548 0.687 0.448 0.386
H 20.97172 33.80893 -17.15293 -0.073 0.009 0.056
H 20.42808 31.63591 -18.00322 0.109 0.717 -0.058
C 17.03797 35.45125 -17.34977 -0.422 0.359 0.286
C 18.54336 35.60748 -17.10927 -1.132 0.859 -0.469
O 18.79963 36.62008 -16.14398 0.253 -0.805 0.480
H 16.57863 36.43750 -17.44782 0.111 0.061 -0.349
H 16.47899 35.01704 -16.51873 0.351 -0.284 0.127
H 16.83106 34.87483 -18.25464 0.075 -0.022 -0.066
H 18.96565 35.92216 -18.06591 0.370 -0.351 -0.052
H 18.93369 34.64122 -16.79770 0.436 0.272 0.256
H 18.72274 37.50015 -16.51965 -0.066 -0.111 -0.248
C 22.12392 29.53598 -20.45080 -0.264 0.342 -0.233
C 20.75846 29.24836 -19.83826 1.421 -0.226 -0.224
O 19.92948 28.69403 -20.86031 -1.175 0.208 -0.424
H 22.79815 30.00645 -19.73804 0.074 -0.143 -0.030
H 21.98854 30.21622 -21.29622 0.040 0.299 0.147
H 22.58428 28.65231 -20.89811 0.058 -0.220 0.414
H 20.32510 30.17827 -19.47930 -0.298 -0.166 -0.122
H 20.87398 28.55334 -19.00522 -0.259 0.016 0.042
H 20.41372 28.00289 -21.32190 0.150 -0.091 0.252
C 21.30135 31.69184 -23.92781 0.004 0.670 -0.086
C 20.25704 30.62884 -23.65172 2.620 0.934 1.317
O 18.98008 31.04341 -24.23801 -2.034 -0.914 -0.181
H 22.27021 31.37964 -23.53517 -0.030 -0.297 -0.109
H 21.10409 32.63748 -23.41939 -0.298 -0.069 0.038
H 21.41998 31.91291 -24.99119 0.059 -0.174 -0.054
H 20.17128 30.58570 -22.56580 -0.625 -0.364 -0.099
H 20.65145 29.69481 -24.05189 -0.893 -0.273 -0.173
H 19.15811 30.97850 -25.19226 -0.332 0.362 -0.098
```
Forces are in eV/Å.


(2)
Formula: C5H8N2O2
Source: the OMol25 dataset
Level of theory: ωB97M-V/def2-TZVPD

F_max ... 4.18 eV/A
Frontier orbital gap ... 10.23 eV
Highest occupied orbital energy ... -9.487 eV
SMILES string ... [H]/N=C(\O/C=C\C)C(N)=O
Net charge ... 0
Relative energy (zero: lowest compared OMol25 entry of this formula, charge and spin) ... 74.8 kcal/mol

Structure (XYZ):
```
17
Properties=species:S:1:pos:R:3:forces:R:3
H 1.99120 -1.38283 -1.94114 0.122 0.297 0.100
N 0.98183 -1.27988 -1.86794 -0.476 0.728 0.200
C 0.58837 -0.86554 -0.74089 -0.317 -3.890 0.937
O 1.40824 -0.80244 0.38115 -0.341 0.441 -0.621
C 0.73178 -0.21849 1.43564 0.147 1.498 0.687
C 0.35971 1.07449 1.37676 -0.539 -1.635 0.568
C 0.44368 1.84112 0.13457 0.972 -2.557 -2.647
C -0.89696 -1.33290 -0.27801 0.316 0.800 -1.489
N -1.87750 -0.49553 -0.67224 -0.225 0.110 0.046
O -1.07949 -2.40241 0.24857 0.528 0.458 0.282
H 0.54871 -0.86950 2.27850 0.153 -0.008 0.028
H -0.22935 1.47861 2.18521 0.109 -0.052 0.332
H 0.46998 0.89274 -0.75769 -0.471 3.692 1.894
H -0.35113 2.56858 0.00924 -0.021 -0.097 -0.235
H 1.43056 2.28549 0.00565 -0.072 0.280 -0.094
H -2.83501 -0.76591 -0.50710 0.096 -0.026 -0.106
H -1.68463 0.27439 -1.29030 0.018 -0.039 0.120
```
Forces are in eV/Å.


(3)
Formula: C2H2INO
Source: the OMol25 dataset
Level of theory: ωB97M-V/def2-TZVPD

F_max ... 3.35 eV/A
Frontier orbital gap ... 8.42 eV
Highest occupied orbital energy ... -9.162 eV
SMILES string ... [H]/N=C/C(=O)I
Net charge ... 0
Relative energy (zero: lowest compared OMol25 entry of this formula, charge and spin) ... 5.6 kcal/mol

Structure (XYZ):
```
7
Properties=species:S:1:pos:R:3:forces:R:3
H 0.48144 -0.85232 0.53725 -0.100 1.111 -0.369
N -0.35902 -0.26789 0.61528 -0.401 -2.394 0.470
C -0.44466 0.94644 0.46675 1.578 2.090 0.079
C -1.73090 1.65094 0.83871 -1.995 1.682 0.414
O -1.97884 2.83449 0.93163 1.164 -3.112 -0.411
I -3.26811 0.10023 1.31416 0.140 0.787 -0.081
H 0.38930 1.63848 0.23627 -0.385 -0.165 -0.102
```
Forces are in eV/Å.